Entry 1:
24
Properties=species:S:1:pos:R:3 method="wB97M-V/def2-TZVPD" e_homo_ev=-9.2 orbital_gap_ha=0.334 smiles=CS.O.O.O.O.O.O
H 2.7941 4.4441 2.3911
H -1.8940 -0.0468 -1.2753
O -1.3648 0.2291 -2.0434
H 5.3124 -0.8775 0.0434
C 4.4293 -1.0789 0.6319
O -2.4606 -5.7673 -1.0038
O 1.8635 4.2765 2.5891
H 4.1088 -0.2196 1.1778
H -3.3076 -5.5228 -0.6043
O -3.2104 -0.0633 -0.1126
H 3.6459 -1.5745 0.1084
H -3.7651 0.6081 0.3090
H -3.2598 3.9501 -2.8548
H -0.4354 0.2463 -1.7742
O -3.4085 3.8926 -3.8022
H 4.6475 -2.4460 3.0100
H -2.8762 3.1481 -4.0977
H -1.1196 -0.1162 0.7541
S 5.0796 -2.5198 1.6980
H 1.9722 3.9774 3.5089
H 0.1434 0.4678 1.6364
H -3.9177 -0.7328 -0.1497
O -0.7087 0.6148 1.2261
H -2.2682 -4.8894 -1.3662

***

Entry 2:
96
Properties=species:S:1:pos:R:3 method="wB97M-V/def2-TZVPD" charge=-2 e_homo_ev="-0.6 / -2.5" multiplicity=4 orbital_gap_ha="0.157 / 0.227" s2=3.819
C -1.0524 -2.1253 -3.5236
H -1.4924 -4.2819 0.0382
C 0.0802 -1.7466 -5.6348
O -2.9968 -5.0969 -3.6895
H 1.0929 -2.6710 -0.6174
C 3.4517 1.5669 2.0518
H -1.8949 5.1857 -2.3129
C -4.9227 0.3031 0.2241
H 3.1694 1.6292 3.1063
C -1.1148 -2.2808 0.6919
C -1.4685 4.1813 -2.4504
C 4.4033 -0.6659 2.3332
N -0.2059 -3.3615 -7.4443
H -1.1824 -3.6851 4.2757
C 0.7615 1.2419 5.2080
C -2.8947 0.5806 1.4756
C 3.4951 2.0585 -2.4677
H -6.7330 0.1807 1.3615
V -0.3284 1.0364 -1.0985
C -5.0111 0.4215 2.6291
O 1.3680 0.3844 -4.3337
H -5.5741 0.3988 3.5549
H 0.7416 -1.1529 -6.2438
H 1.5265 0.7889 5.8305
H -0.9336 -1.2830 3.9148
Si -1.1739 3.3340 -0.7974
H 0.3053 2.7983 6.6232
C 0.0868 2.3754 5.6487
C -1.0049 -1.9312 3.0561
N 2.3645 0.9566 1.2824
H 3.2113 1.3440 -3.2267
C 3.2154 -2.6592 -0.4137
C -5.6542 0.2944 1.4019
H 3.2321 -3.6943 -0.7620
H 5.0451 0.7630 0.8811
C -0.5226 1.2428 3.1600
H 2.4661 -3.1017 1.5553
H -0.4996 5.3832 0.4838
C 3.3185 -2.5861 1.1008
H 5.5227 1.1671 2.5448
H -2.1639 3.5801 -3.0467
C -1.3399 -4.1538 2.1857
O 0.5670 -2.6374 -8.1686
H -5.4180 0.1953 -0.7357
H 4.1150 2.8390 -2.8766
C -0.0241 4.4181 0.2495
S -2.6548 0.4304 -1.2876
C 0.4670 0.6910 3.9673
H -1.8966 2.8746 2.9518
C -1.3123 -3.7281 -5.3413
H -1.4973 -5.2147 2.3495
N 1.6636 -0.7223 -0.1117
O 1.9484 3.7968 -2.3551
C -1.3261 -3.6391 0.8955
O -0.2398 0.4778 -2.7744
H 0.9040 4.6034 -0.3006
H 1.9115 -1.7745 -1.8798
Cl 4.4774 1.1734 -1.2306
C -1.5604 -3.3145 -4.0574
C -1.1596 2.4035 3.5887
H 5.2769 -1.3131 2.2333
C 1.9157 -1.9830 -0.8086
C -2.8269 3.6077 0.1087
H -1.0823 -1.9036 -0.3168
H 4.2280 -3.0533 1.4712
H -2.8338 3.1770 1.1132
H 4.0643 -2.1272 -0.8518
C 0.3795 -0.0779 -3.8239
H -1.3770 3.8660 5.1435
H 1.0148 -0.1768 3.6245
H 0.2267 3.9170 1.1948
H -1.3236 -1.8122 -2.5279
H -3.6597 3.1521 -0.4414
C 4.7251 0.7557 1.9244
H 3.5891 2.5838 1.6920
H 2.0787 1.5251 0.4874
C 2.2157 2.6822 -1.9358
H -0.5250 4.2704 -3.0016
O -0.7328 -4.4610 -7.8652
H 4.1105 -0.6788 3.3919
O -2.3690 -3.9699 -2.0081
H -1.7319 -4.6418 -5.7258
N -2.3780 -4.1860 -3.1961
C -3.5276 0.4422 0.2376
C 2.4462 -0.3553 0.8365
O 1.5222 1.9620 -1.0968
C -3.6328 0.5549 2.6548
C -0.4776 -2.9432 -6.1557
C -0.2287 -1.3541 -4.3420
C -1.1708 -3.2964 3.2640
C -0.8632 2.9656 4.8268
As -0.9428 0.5462 1.3810
H -3.1297 0.6332 3.6091
H -3.0151 4.6889 0.2029
C -0.9557 -1.4032 1.7666
N 3.3323 -1.1859 1.4944

***

Number 1: E_tot -897.259128 a.u.. Number 2: E_tot -6637.903758 a.u..